[1]
{
  "formula": "C38H56F4N4Si4Sn",
  "method": "ωB97M-V with the def2-TZVPD basis set",
  "relative_energy_kcal_mol": 15.6,
  "charge": 2,
  "max_force_ev_per_a": 1.04,
  "symbols": ["Sn", "C", "C", "C", "C", "C", "C", "C", "C", "C", "C", "C", "C", "C", "C", "C", "C", "C", "H", "H", "H", "H", "H", "H", "H", "H", "H", "H", "H", "H", "H", "H", "H", "H", "H", "H", "H", "H", "H", "H", "H", "H", "H", "H", "H", "H", "H", "F", "C", "C", "F", "C", "C", "C", "F", "C", "C", "C", "N", "C", "N", "F", "C", "C", "N", "C", "N", "C", "Si", "C", "C", "Si", "Si", "C", "C", "C", "Si", "C", "C", "C", "H", "H", "H", "H", "H", "H", "H", "H", "H", "H", "H", "H", "H", "H", "H", "H", "H", "H", "H", "H", "H", "H", "H", "H", "H", "H", "H"],
  "coordinates": [[-1.206018, -1.345262, 0.667583], [-3.325034, -2.119680, 1.620558], [-3.580672, -1.006154, 0.729363], [-3.062348, 0.171999, 1.412788], [-2.506146, -0.292241, 2.646641], [-2.691410, -1.675254, 2.799428], [-2.375192, -2.485071, 4.037436], [-3.459963, -2.174818, 5.080540], [-1.001412, -2.087306, 4.592490], [-2.376593, -3.981705, 3.720997], [-3.144230, 1.670396, 1.112915], [-2.542380, 2.482209, 2.269300], [-2.344800, 2.049669, -0.143806], [-4.613148, 2.103900, 0.983105], [-4.476611, -1.251777, -0.491224], [-4.243336, -2.673875, -1.034521], [-4.246646, -0.305005, -1.671386], [-5.936981, -1.158606, -0.015020], [-3.699556, -3.118466, 1.469324], [-2.090142, 0.347367, 3.406873], [-3.469638, -1.112398, 5.327995], [-3.277161, -2.738019, 5.996179], [-4.446490, -2.446131, 4.702906], [-0.983242, -1.042888, 4.907231], [-0.223988, -2.233416, 3.835297], [-0.758678, -2.698913, 5.461490], [-3.368628, -4.326351, 3.426544], [-2.082842, -4.550243, 4.602923], [-1.676178, -4.216504, 2.914551], [-1.492665, 2.231359, 2.440638], [-3.097720, 2.344041, 3.197475], [-2.590267, 3.539882, 2.012519], [-1.282160, 1.821485, 0.009759], [-2.433192, 3.121852, -0.326636], [-2.681198, 1.528806, -1.032438], [-5.192780, 1.752714, 1.838145], [-5.083119, 1.733261, 0.077657], [-4.670659, 3.192359, 0.962989], [-3.185607, -2.850810, -1.254813], [-4.796804, -2.791687, -1.965032], [-4.597280, -3.449030, -0.356331], [-3.205448, -0.334268, -1.999503], [-4.522186, 0.722129, -1.456369], [-4.864865, -0.630340, -2.507943], [-6.126812, -1.874178, 0.786573], [-6.609090, -1.387889, -0.842456], [-6.177953, -0.163824, 0.355541], [2.490548, 2.331736, -4.462612], [1.182704, 2.634263, -4.531024], [0.787934, 3.797152, -5.147019], [1.727984, 4.579940, -5.655243], [-0.570433, 4.174603, -5.219620], [-1.483482, 3.262814, -4.646291], [-1.068481, 2.104443, -4.034195], [-1.981600, 1.290697, -3.482205], [0.275718, 1.756548, -3.944690], [0.734802, 0.597300, -3.195564], [-0.086739, -0.334890, -2.520951], [-0.580179, -1.116714, -1.823568], [2.025984, 0.351760, -2.829574], [3.007868, 0.021531, -2.262684], [-2.783762, 3.518905, -4.666753], [-0.988664, 5.410633, -5.803163], [-0.082149, 6.350795, -6.352302], [0.611829, 7.159256, -6.790144], [-2.340939, 5.832872, -5.834191], [-3.419498, 6.236468, -5.863097], [2.303636, -2.883434, -2.886546], [3.342115, -2.784739, -1.347702], [2.593658, -3.855096, -0.010587], [5.125649, -3.175066, -1.711067], [3.480997, -0.395303, -0.553607], [3.355669, 1.987928, 0.082535], [5.117738, 2.570831, -0.064581], [2.252589, 2.904932, -1.111117], [2.535759, 2.141499, 1.764816], [4.994383, -1.103854, 2.105828], [4.223621, -2.645724, 2.801694], [4.865821, 0.267664, 3.344148], [6.668575, -1.267645, 1.320151], [2.350359, -3.909885, -3.260013], [2.666429, -2.227444, -3.676617], [1.257493, -2.647790, -2.690170], [2.141249, -4.726906, -0.489675], [1.805241, -3.348527, 0.548057], [3.340696, -4.222307, 0.687791], [5.171711, -4.191910, -2.111343], [5.764244, -3.139973, -0.833220], [5.544901, -2.510376, -2.468566], [5.499578, 2.403671, -1.073935], [5.800597, 2.097744, 0.642076], [5.146001, 3.648937, 0.114730], [2.581237, 2.824035, -2.147932], [2.284847, 3.964496, -0.842652], [1.213047, 2.577005, -1.041738], [3.248367, 2.308699, 2.567283], [1.922340, 1.275606, 2.023658], [1.879203, 3.013575, 1.734533], [3.151917, -2.717534, 2.613200], [4.364941, -2.621352, 3.885700], [4.699306, -3.548845, 2.422921], [3.836822, 0.471784, 3.633688], [5.333859, 1.192598, 3.010567], [5.397401, -0.067585, 4.241341], [6.743940, -2.148926, 0.689308], [7.416536, -1.370068, 2.114468], [6.937344, -0.392122, 0.729188]],
  "forces_ev_per_angstrom": [[-0.62, 0.14, 0.82], [-0.02, 0.08, 0.01], [0.08, -0.14, -0.06], [0.11, -0.10, -0.05], [-0.04, -0.01, 0.04], [-0.01, -0.03, 0.01], [0.14, -0.05, -0.05], [0.02, 0.00, -0.04], [-0.08, 0.03, -0.06], [-0.04, 0.06, -0.03], [0.10, 0.08, -0.17], [-0.01, -0.06, -0.02], [-0.01, -0.03, 0.05], [0.04, -0.05, 0.01], [-0.03, 0.04, -0.11], [0.01, 0.05, 0.06], [0.03, -0.03, 0.08], [0.07, 0.01, 0.01], [0.14, -0.03, -0.12], [0.12, 0.02, -0.07], [-0.01, 0.00, 0.02], [0.01, -0.01, 0.00], [-0.02, 0.00, 0.02], [0.02, 0.01, 0.00], [0.02, -0.03, 0.05], [0.01, 0.00, 0.00], [0.00, -0.02, -0.02], [0.00, 0.00, 0.01], [0.01, -0.03, 0.03], [0.00, 0.01, 0.02], [0.02, 0.00, 0.02], [-0.01, 0.01, 0.01], [0.01, 0.03, 0.00], [0.01, 0.01, -0.01], [0.00, -0.02, -0.05], [-0.01, 0.02, 0.01], [-0.02, -0.02, 0.00], [0.00, 0.01, -0.01], [-0.02, -0.02, -0.04], [-0.01, -0.01, 0.00], [0.03, -0.01, 0.01], [-0.03, -0.01, -0.03], [0.02, 0.04, 0.00], [-0.01, 0.00, 0.00], [-0.03, -0.01, 0.00], [-0.01, 0.00, -0.01], [-0.02, 0.01, -0.01], [-0.03, 0.05, -0.04], [-0.05, -0.05, -0.03], [0.03, 0.08, -0.04], [-0.04, -0.09, 0.03], [0.02, -0.10, 0.05], [-0.06, 0.09, -0.05], [0.01, -0.10, 0.02], [0.02, 0.11, -0.08], [0.03, 0.11, 0.14], [0.16, -0.25, -0.21], [0.02, -0.02, 0.15], [-0.17, 0.12, -0.52], [-0.06, 0.13, 0.47], [0.46, 0.02, -0.41], [0.08, -0.05, 0.01], [-0.05, 0.14, -0.08], [-0.02, -0.08, 0.05], [0.04, 0.04, -0.05], [0.07, -0.06, 0.04], [-0.07, 0.01, -0.02], [-0.01, 0.30, 0.00], [-0.25, -0.20, 0.38], [0.04, 0.01, -0.07], [-0.01, 0.15, -0.05], [-0.52, -0.05, -0.11], [-0.41, 0.10, 0.39], [0.02, -0.10, 0.03], [0.07, -0.24, -0.28], [0.16, -0.01, 0.01], [0.79, -0.10, 0.17], [-0.14, 0.00, -0.36], [-0.18, 0.24, -0.35], [-0.07, 0.01, 0.02], [0.05, -0.04, 0.08], [0.02, -0.06, -0.05], [0.01, -0.07, -0.01], [0.01, -0.01, -0.03], [-0.01, 0.00, 0.01], [0.01, -0.01, 0.08], [-0.05, -0.01, -0.02], [0.01, -0.03, 0.06], [0.00, 0.00, -0.01], [0.01, 0.00, 0.00], [-0.02, -0.01, 0.01], [-0.03, 0.01, 0.02], [0.01, 0.08, 0.08], [0.04, 0.00, 0.09], [0.01, 0.01, 0.01], [0.03, 0.00, 0.06], [0.00, 0.02, 0.00], [-0.03, -0.01, -0.04], [-0.02, -0.01, 0.06], [0.02, 0.12, 0.00], [0.01, 0.00, -0.07], [0.00, -0.02, 0.07], [0.00, 0.03, 0.01], [0.05, -0.13, -0.06], [0.01, -0.03, -0.02], [-0.04, 0.02, 0.06], [0.00, 0.02, 0.02]]
}

[2]
{
  "formula": "C38H56F6N3O18",
  "method": "ωB97M-V with the def2-TZVPD basis set",
  "relative_energy_kcal_mol": 0.0,
  "charge": 1,
  "max_force_ev_per_a": 3.81,
  "symbols": ["C", "C", "C", "N", "C", "C", "C", "C", "C", "C", "C", "C", "C", "C", "C", "C", "C", "C", "N", "C", "C", "N", "C", "H", "H", "H", "H", "H", "H", "H", "H", "H", "H", "H", "H", "H", "H", "H", "H", "H", "H", "H", "H", "H", "H", "H", "H", "H", "H", "H", "H", "H", "H", "H", "H", "H", "H", "H", "H", "H", "H", "C", "C", "O", "C", "O", "O", "F", "H", "H", "H", "C", "C", "O", "C", "O", "O", "F", "H", "H", "H", "C", "C", "O", "C", "O", "O", "F", "H", "H", "H", "C", "C", "O", "C", "O", "O", "F", "H", "H", "H", "C", "C", "O", "C", "O", "O", "F", "H", "H", "H", "C", "C", "O", "C", "O", "O", "F", "H", "H", "H"],
  "coordinates": [[1.061004, 0.730659, 2.476788], [1.429959, -0.108126, 3.595661], [2.745945, -0.629474, 3.341356], [3.073221, -0.072931, 2.142179], [4.365385, -0.375507, 1.468748], [4.087015, -1.622399, 0.527285], [3.487231, -1.212334, -0.867161], [2.038279, -1.803859, -1.103013], [1.941428, -2.472708, -2.533157], [1.851117, -4.043539, -2.489883], [0.402113, -4.584385, -2.269512], [0.020602, -4.716658, -0.724477], [-1.085829, -3.647918, -0.440178], [-1.860198, -3.824394, 0.907779], [-2.705531, -2.496610, 1.133437], [-3.759767, -2.245331, -0.005464], [-3.596340, -0.877680, -0.743838], [-2.386346, -0.798695, -1.747761], [-1.206410, -0.069556, -1.234953], [-1.555752, 1.244403, -0.640983], [-3.098579, 1.475977, -0.536884], [-3.642063, 0.295947, 0.220600], [2.158533, 0.743736, 1.540951], [0.136605, 1.292070, 2.267074], [0.770247, -0.312147, 4.452208], [3.343351, -1.322109, 3.949177], [5.137238, -0.605558, 2.232891], [4.656214, 0.526138, 0.888925], [3.288646, -2.193352, 1.061674], [4.973856, -2.287840, 0.474505], [3.359717, -0.104133, -0.954914], [4.206915, -1.541617, -1.651021], [1.259139, -1.006289, -1.025626], [1.770197, -2.574812, -0.347673], [0.992207, -2.112163, -3.012824], [2.813468, -2.193621, -3.164011], [2.214045, -4.425261, -3.477725], [2.529605, -4.501072, -1.730191], [0.310369, -5.602654, -2.713075], [-0.347789, -3.939464, -2.799296], [-0.355719, -5.751724, -0.543387], [0.907270, -4.480279, -0.094498], [-1.838623, -3.748205, -1.265216], [-0.673111, -2.613165, -0.463681], [-1.209106, -4.052996, 1.776526], [-2.616211, -4.640948, 0.819404], [-1.989447, -1.646650, 1.280443], [-3.244313, -2.644860, 2.100862], [-4.767008, -2.209799, 0.490655], [-3.835106, -3.099239, -0.719019], [-4.512448, -0.758033, -1.375622], [-2.099409, -1.789257, -2.163115], [-2.763594, -0.214238, -2.635218], [-0.659641, 0.155361, -2.069962], [-1.067976, 2.116396, -1.132760], [-1.151984, 1.229746, 0.408568], [-3.603757, 1.607467, -1.521079], [-3.248880, 2.437397, 0.006635], [-4.630982, 0.513014, 0.409097], [-3.093262, 0.123230, 1.074182], [2.254724, 1.269717, 0.578842], [1.647795, 4.359261, 2.041214], [1.861016, 5.830403, 2.242520], [1.102313, 6.406624, 1.186466], [0.087377, 5.529520, 0.938518], [-0.889125, 5.793741, 0.310651], [0.325505, 4.317586, 1.500466], [3.160159, 6.163073, 2.076654], [2.347007, 3.927047, 1.322815], [1.708652, 3.796543, 2.971016], [1.503700, 6.213222, 3.201049], [5.201267, -6.331542, 3.167398], [5.462501, -4.866299, 3.368324], [4.769276, -4.270051, 2.285546], [3.729804, -5.109165, 2.002583], [2.790184, -4.808675, 1.340710], [3.901307, -6.326306, 2.578455], [6.780579, -4.581976, 3.250182], [5.911506, -6.791985, 2.477632], [5.206659, -6.889926, 4.101841], [5.083682, -4.465132, 4.311447], [-6.597409, 4.748604, 0.355880], [-5.593538, 4.898446, 1.461863], [-5.898406, 3.801966, 2.315109], [-6.410575, 2.833395, 1.502661], [-6.527073, 1.684351, 1.816323], [-6.764777, 3.329319, 0.293912], [-5.785189, 6.045741, 2.144418], [-7.554241, 5.217015, 0.593254], [-6.238504, 5.144216, -0.592429], [-4.550793, 4.833030, 1.139733], [0.922671, -3.272465, -8.120180], [0.338343, -4.215411, -7.106539], [1.459181, -4.567683, -6.319708], [2.306862, -3.497151, -6.371820], [3.214047, -3.326713, -5.627792], [1.971879, -2.648799, -7.381621], [-0.148353, -5.332703, -7.696833], [1.344465, -3.794425, -8.981529], [0.201128, -2.537524, -8.473455], [-0.431623, -3.772715, -6.469495], [-4.154952, 3.213239, 4.754667], [-3.590700, 1.866848, 4.422397], [-2.641290, 1.655874, 5.442246], [-3.102195, 2.349092, 6.533005], [-2.710906, 2.191684, 7.637324], [-4.074675, 3.234369, 6.176959], [-2.942469, 1.887287, 3.219838], [-3.556586, 4.031823, 4.345551], [-5.180711, 3.325607, 4.418259], [-4.324842, 1.057742, 4.430068], [2.484684, 7.105743, -2.122137], [1.552036, 6.492841, -3.126508], [2.422126, 5.733873, -3.944230], [3.468204, 5.369291, -3.142692], [4.246654, 4.515177, -3.406225], [3.495445, 6.106518, -1.997878], [0.955669, 7.441329, -3.887414], [2.933839, 8.034486, -2.479941], [2.000183, 7.295044, -1.165410], [0.790759, 5.838005, -2.694393]],
  "forces_ev_per_angstrom": [[1.24, -0.08, -0.97], [0.44, -0.07, -0.78], [-3.38, 1.72, -0.02], [3.16, 0.00, -1.31], [-0.50, -0.90, -0.52], [-0.45, 0.72, 0.59], [-0.36, -0.20, 0.50], [0.38, -0.25, -0.94], [-0.51, -0.53, 0.57], [-0.13, -0.02, -0.88], [0.42, -0.51, 0.77], [-0.44, 1.08, -1.02], [-0.29, -1.01, 0.56], [-0.70, 0.98, -0.82], [0.31, -1.07, 0.63], [-0.44, 0.65, 1.13], [-0.33, -2.00, -1.04], [-0.58, 1.31, -0.83], [-0.27, 0.38, -0.58], [-0.27, 0.05, 0.93], [1.50, 1.32, 0.04], [-0.39, 0.52, -1.55], [-2.24, -0.67, 3.01], [0.47, -0.43, 0.60], [0.62, 0.07, -0.49], [-0.11, 0.60, -0.76], [-0.55, 0.23, -0.44], [0.00, -0.64, 0.39], [0.84, 0.22, -0.35], [-0.49, 0.56, -0.25], [0.54, -0.78, 0.11], [-0.73, 0.27, 0.36], [0.73, -0.50, 0.11], [0.37, 0.58, -0.34], [0.84, -0.24, 0.03], [-0.71, 0.01, 0.37], [-0.27, 0.34, 0.73], [-0.42, 0.53, -0.40], [0.16, 0.71, 0.14], [0.63, -0.43, 0.38], [0.29, 0.85, 0.17], [-0.67, -0.59, -0.38], [0.56, 0.20, 0.61], [-0.03, -0.70, -0.13], [-0.29, 0.33, -0.56], [0.68, 0.32, 0.07], [-0.46, -0.53, -0.26], [0.31, 0.38, -0.67], [0.70, -0.03, -0.46], [0.31, 0.86, 0.32], [0.69, 0.07, 0.54], [-0.23, 0.57, 0.78], [0.03, -0.66, 0.57], [0.13, -0.46, 0.44], [-0.42, -0.68, 0.10], [-0.42, 0.22, -0.73], [0.22, -0.59, 0.78], [-0.07, -0.90, -0.02], [0.33, -0.44, 0.65], [-0.29, 0.08, -0.10], [0.32, -0.62, 0.75], [0.21, -0.69, 0.45], [0.66, 0.22, -0.20], [-0.55, -0.50, 0.30], [-0.32, 0.08, -0.31], [0.16, -0.13, -0.02], [-0.06, 0.50, -0.15], [-0.08, 0.12, 0.04], [0.08, 0.22, 0.02], [-0.22, -0.07, -0.10], [0.10, 0.09, -0.04], [0.06, -0.65, 0.33], [0.58, 0.15, -0.24], [-0.39, -0.40, 0.44], [-0.49, -0.06, -0.46], [0.21, -0.02, 0.09], [0.08, 0.54, -0.08], [-0.02, 0.14, 0.08], [0.08, 0.22, 0.00], [-0.23, -0.01, -0.08], [0.14, 0.07, -0.01], [-0.21, 0.34, -0.66], [-0.17, 0.65, 0.39], [0.02, -0.42, -0.85], [-0.42, -0.65, 0.20], [0.39, 0.45, -0.21], [0.34, -0.14, 0.49], [0.15, -0.07, 0.06], [0.11, 0.02, 0.19], [-0.02, -0.24, -0.03], [0.02, 0.10, 0.12], [-0.14, 0.49, -0.49], [0.04, -0.61, -0.21], [-0.16, 0.65, -0.02], [0.70, 0.14, 0.26], [-0.16, -0.06, -0.17], [-0.15, -0.38, 0.32], [-0.12, -0.02, 0.11], [-0.09, -0.19, 0.12], [0.16, 0.12, 0.11], [-0.07, -0.15, -0.03], [-0.67, 0.57, 0.00], [0.42, -0.06, 0.07], [-0.58, 0.05, -0.05], [0.20, 0.21, 0.91], [0.00, 0.02, -0.29], [0.39, -0.48, -0.23], [0.04, -0.21, -0.36], [0.12, -0.17, -0.10], [0.00, 0.02, 0.30], [0.09, -0.03, -0.22], [0.01, 0.41, 0.69], [-0.02, 0.39, -0.53], [-0.02, -0.16, 0.67], [0.68, -0.39, -0.15], [-0.18, 0.18, 0.05], [-0.30, -0.20, -0.39], [-0.15, -0.09, -0.02], [-0.14, -0.06, -0.20], [0.17, -0.16, 0.05], [-0.11, 0.10, -0.09]]
}